Computed, not measured: C15H30Cl6O24S6 as an isolated structure, with ωB97M-V/def2-TZVPD.

XYZ file:
```
81
Properties=species:S:1:pos:R:3:forces:R:3
O -2.8901 -1.8190 -5.0489 0.1 1.6 -0.1
C -4.8129 0.2998 0.7529 -1.2 -1.0 -0.6
H 0.7663 0.2957 -2.0532 0.2 0.4 -0.4
O 2.4173 -2.5657 2.6960 -0.5 -0.7 -0.8
H -3.9450 -0.1119 -5.8229 -0.1 -0.5 0.4
H 3.6693 2.8459 -1.8429 -0.4 0.3 0.1
Cl -6.5433 0.1155 0.2666 0.4 -0.1 0.4
O 0.5959 4.2731 -1.6261 1.4 -1.4 -0.8
H -1.3454 -2.8530 1.7237 0.5 -0.4 0.2
O -0.3206 -0.4824 0.6416 0.1 0.0 0.7
S -1.4848 -2.6661 5.0997 1.6 0.5 -0.1
H -4.6369 1.3175 0.5939 0.7 1.3 -0.1
H 2.3175 -2.4424 4.7693 -0.3 0.3 0.1
O -2.3024 -1.4257 4.4498 0.3 -1.3 0.7
O -2.3741 -3.6390 5.6389 0.4 0.5 0.4
O -2.6975 -2.4510 -2.7312 0.1 -0.7 0.3
H 3.9024 -2.8979 4.0451 -0.4 -0.1 0.3
H 2.4281 5.0885 -1.0105 -0.3 0.4 0.4
Cl 5.4625 -0.6843 2.9792 -0.1 0.2 -0.6
H 1.8438 -1.0811 -7.6325 0.4 -0.1 -0.2
H -1.0646 5.5408 0.9917 -1.0 -0.2 0.8
O -0.5238 2.2858 -2.7775 0.1 1.0 -0.2
O 1.8399 2.5025 -2.7066 -0.3 -1.1 -0.3
C -2.6014 0.3871 -4.2234 0.0 1.6 0.6
O 2.7110 -4.9555 2.7231 0.8 -0.1 -0.8
H -4.6561 -0.0187 1.7578 -0.2 0.0 0.7
O 1.8070 -0.0836 -0.2726 -0.4 0.1 -0.3
H 2.9384 -5.0424 4.7267 0.4 -0.4 0.5
C -0.3355 -0.9270 -0.6919 -1.2 -1.2 -1.2
O 3.8614 -3.6381 1.0091 0.2 0.0 -0.6
H 1.3538 -4.5996 4.1273 -0.7 0.2 0.4
H -0.5331 -2.0056 -0.7136 0.1 0.3 0.2
C -2.4007 -1.6765 3.0621 0.6 2.1 -1.7
O -2.5650 4.1228 1.7048 0.6 0.3 -0.4
C 0.9369 -0.5136 -1.3741 2.4 -2.1 -0.3
O -3.6185 2.8637 3.4107 -0.7 -0.7 0.8
H 4.0190 0.8418 1.9300 0.4 -0.7 -0.6
H 1.0346 -2.0103 -6.3588 0.3 -0.3 0.2
C 2.4096 -4.4540 4.0127 -0.6 -0.4 0.4
Cl 0.9198 0.2412 -5.9825 -0.1 0.5 0.2
S 0.8085 0.5739 0.7553 0.9 0.7 0.3
O 0.5851 4.1413 -4.0750 -0.3 -1.0 0.9
O -2.0525 1.7021 1.8641 -0.2 0.4 0.6
O -0.3853 -2.0494 5.8272 -1.7 -1.2 -0.6
S -1.9260 -1.9217 -3.7935 1.3 -1.1 0.0
H 1.4991 -1.4011 -1.8375 -1.0 1.5 0.4
C 2.8018 3.4214 -2.1969 0.2 -0.7 -1.3
H 3.8362 -0.8598 1.2665 -0.5 -0.2 0.4
O 0.3900 1.8328 0.2398 -0.2 0.3 -0.2
C 1.7363 -1.2120 -6.5680 -0.7 0.0 0.0
C 1.9975 4.1082 -1.1591 -0.3 1.2 1.4
H -3.5028 0.6035 -3.6557 0.2 0.0 0.6
Cl -3.7992 -0.6995 -0.2535 0.4 -0.2 -0.4
H 0.5111 3.6042 2.3321 0.3 -0.2 -0.1
O -1.6750 -0.4101 -3.4881 -0.2 1.0 -0.4
H 1.9497 3.5250 -0.2346 0.0 0.2 -0.2
H -2.2704 -0.2331 -6.2236 0.6 0.0 -0.4
H -0.2233 -1.7353 2.4316 0.2 0.3 0.9
C 4.5108 -0.0883 1.5788 0.3 0.4 0.1
C 2.8057 -3.0220 4.0048 1.2 0.4 -0.3
Cl 3.2808 -1.4578 -5.7780 0.0 -0.1 -0.1
H 3.0486 4.0101 -3.0804 0.5 0.6 0.4
S 2.6113 -3.8017 1.6473 -1.8 0.3 0.4
H -2.0945 1.3131 -4.5265 -0.2 -0.2 0.4
O 1.3768 -3.9926 0.9211 1.4 0.6 0.4
C -1.0957 -2.3247 2.6491 -1.2 -2.2 -0.1
C -1.2261 4.4910 1.3146 0.3 0.5 -0.3
O -0.8944 -3.3445 3.7359 -0.5 1.9 -0.2
H -1.1061 -0.3884 -1.1810 -1.1 0.1 -0.4
C -0.3729 4.1774 2.5509 -0.5 -0.3 1.3
H -0.1565 5.0407 3.1779 0.1 0.1 -0.4
H -0.9560 3.9910 0.3974 0.2 -1.0 0.1
O -0.6248 -2.4348 -4.1413 -1.3 -0.1 0.2
Cl 5.4671 0.1604 0.0702 0.0 0.3 0.7
C -2.9647 -0.3734 -5.4202 -0.3 -1.6 -1.6
H -2.3756 -0.6749 2.5733 -0.5 -0.6 0.3
S -2.4354 2.8352 2.6581 -0.1 0.7 -1.2
O -1.2342 3.3763 3.5072 0.8 0.2 -1.3
S 0.4917 3.2841 -2.9212 -0.5 0.4 -0.5
H -3.2966 -2.2459 2.7474 0.5 0.1 0.5
O 1.3768 0.5024 2.0399 0.3 0.1 1.0
```
Positions in Å, forces in eV/Å.

Summary:
- HOMO level (eV) = -10.951
- lowest unoccupied orbital energy (eV) = 0.05
- net charge = 0
- total energy (Ha) = -7545.42805
- max |F| (hartree/bohr) = 0.0625
- Kohn-Sham gap (Ha) = 0.404

Computed, not measured: a 2-piece molecular cluster, C4H12NO overall, with ωB97M-V/def2-TZVPD.

XYZ file:
```
18
Properties=species:S:1:pos:R:3:forces:R:3
H 0.1016 -2.5376 -0.5031 -0.5 -0.4 0.8
H 1.4109 -1.1694 -2.2606 0.0 -0.5 0.1
C -0.1483 -0.7484 0.7104 -0.3 0.2 -0.7
H -0.4200 -1.1811 -2.0518 0.3 -0.8 -0.6
H -0.2857 0.8958 -2.1409 0.7 0.7 -0.2
N 0.5375 -1.6558 -0.2719 1.3 -0.1 -1.8
H 1.5042 -1.8950 -0.0606 0.0 0.1 0.6
H -0.6382 1.3055 0.5763 0.0 0.0 -0.5
H -0.9900 -1.2892 1.0860 -0.3 -0.3 0.7
H 0.5572 -0.4760 1.4774 0.2 0.0 0.3
C -0.6203 0.4595 -0.1166 0.4 -0.2 0.8
H 1.2463 1.1078 -1.1456 0.0 0.2 -0.1
C 0.3337 0.5492 -1.3176 -0.7 -1.1 0.2
H -0.2450 3.1762 2.5646 0.0 0.0 0.0
H -0.7526 1.8699 3.1816 0.0 0.1 0.0
O -0.5020 2.2740 2.3442 0.1 0.0 0.2
C 0.5548 -0.9565 -1.6330 -1.1 2.0 0.5
H -1.6440 0.2710 -0.4389 0.0 0.1 -0.2
```
Positions in Å, forces in eV/Å.

Summary:
- HOMO level (eV) = -15.049
- lowest unoccupied orbital energy (eV) = -3.28
- net charge = +1
- total energy (Ha) = -289.34775
- max |F| (hartree/bohr) = 0.0451
- relative energy (zero: lowest compared OMol25 entry of this formula, charge and spin) (kcal per mole) = 17.0
- Kohn-Sham gap (Ha) = 0.432

Computed, not measured: one molecule with the formula C5H10O, with ωB97M-V/def2-TZVPD.

XYZ file:
```
16
Properties=species:S:1:pos:R:3:forces:R:3
H -0.9952 1.9718 -1.6747 0.1 0.0 0.2
H 1.1354 -1.3617 1.4942 -0.1 0.1 0.0
H 0.8363 0.1254 2.4047 -0.1 -0.1 0.0
H 1.9852 0.1030 -1.2625 -0.1 0.1 0.2
H 0.8705 -1.2546 -1.2784 -0.2 -0.3 0.2
H -0.1413 -1.3185 2.7168 0.1 0.1 -0.1
H -1.1486 -1.1546 0.4288 0.2 0.4 0.0
C -0.6481 -0.2741 0.8722 0.2 0.4 0.0
C 0.9259 -0.1683 -1.2341 0.4 -0.4 -0.4
H -1.4418 0.3239 1.3341 0.1 -0.1 0.0
H 0.5815 1.5007 -0.0396 -0.8 -1.1 1.1
C -0.8030 0.9127 -1.4767 -0.4 0.1 -0.5
C 0.0098 0.5413 -0.2380 0.6 1.0 -0.1
O 0.2214 0.4076 -2.3315 0.2 0.1 -0.9
H -1.7369 0.3798 -1.6470 -0.2 -0.3 0.2
C 0.3490 -0.7343 1.9316 0.1 0.0 0.1
```
Positions in Å, forces in eV/Å.

Summary:
- HOMO level (eV) = -9.444
- lowest unoccupied orbital energy (eV) = 1.14
- net charge = 0
- total energy (Ha) = -271.69772
- max |F| (hartree/bohr) = 0.0342
- relative energy (zero: lowest compared OMol25 entry of this formula, charge and spin) (kcal per mole) = 34.4
- Kohn-Sham gap (Ha) = 0.389

Computed, not measured: a 2-piece molecular cluster, C9H14 overall, with ωB97M-V/def2-TZVPD.

XYZ file:
```
23
Properties=species:S:1:pos:R:3:forces:R:3
C -0.4696 -2.0732 0.6203 0.7 -0.1 0.0
C -1.3755 0.1170 -0.7957 0.1 0.4 0.0
H 3.2524 0.2259 0.4959 -0.1 0.2 -0.3
H 2.8517 3.0407 1.5450 -0.4 0.3 0.1
C 2.4631 2.1583 1.0520 0.6 -0.7 -0.3
C -1.7370 -0.0754 0.5320 -0.6 -0.3 -0.3
C -1.3293 -1.1960 1.2480 0.0 0.5 -0.3
H 0.4342 -2.6876 -1.1580 0.9 0.5 0.0
H 4.3914 1.5008 0.1714 0.3 0.2 0.3
H -1.2975 1.6677 -2.2514 -0.4 -0.1 -0.4
H -2.4948 0.5878 0.9325 0.1 0.1 0.2
C -0.4630 -0.7523 -1.4023 0.0 0.8 0.7
C 0.0303 -1.8113 -0.6590 -1.4 -1.1 -0.3
H 4.0040 0.8629 1.8561 0.5 0.5 -0.1
H -1.7409 -1.3508 2.2359 0.2 -0.2 0.1
H -2.8917 0.7477 -2.1278 0.2 0.2 -0.5
H -2.4760 1.9997 -1.0020 0.1 0.0 0.3
H 1.6968 1.6532 1.6375 -0.1 0.3 0.2
C -2.0476 1.2050 -1.6098 0.4 -0.2 0.5
C 3.6339 1.1806 0.8798 -1.0 -1.1 -0.1
H -0.1409 -0.5149 -2.4081 0.0 -0.4 -0.1
H 2.0162 2.4138 0.0921 0.1 0.2 0.0
H -0.1183 -2.9882 1.0804 -0.2 0.0 0.3
```
Positions in Å, forces in eV/Å.

Summary:
- HOMO level (eV) = -9.040
- lowest unoccupied orbital energy (eV) = 0.99
- net charge = 0
- total energy (Ha) = -351.31112
- max |F| (hartree/bohr) = 0.0357
- relative energy (zero: lowest compared OMol25 entry of this formula, charge and spin) (kcal per mole) = 12.0
- Kohn-Sham gap (Ha) = 0.369

Computed, not measured: C24H29GeN2SeY as an isolated structure, with ωB97M-V/def2-TZVPD.

XYZ file:
```
58
Properties=species:S:1:pos:R:3:forces:R:3
Y 0.5199 0.1285 0.2281 -0.3 0.1 0.0
H -4.8078 3.1287 0.7644 0.0 0.0 0.0
H 1.3936 0.8565 -3.8175 0.0 0.0 0.0
C -5.7231 -0.6065 2.3275 0.0 0.0 0.0
H -0.1965 5.3836 -1.0614 0.0 0.0 0.0
C 0.5634 1.9644 2.8782 -0.1 0.1 0.0
H -5.9807 -1.5937 1.9424 0.0 0.0 0.0
C -0.0220 5.1736 1.0685 0.0 0.0 0.0
C 2.7462 -0.4574 0.4045 0.1 -0.4 0.0
H -1.8983 -2.9099 2.0202 0.0 0.0 0.0
C 0.3332 2.9159 1.8147 0.0 0.0 0.0
C 1.0152 0.1469 4.8748 0.0 0.0 0.0
H -6.8104 -0.3426 -0.9137 0.0 0.0 0.0
H 0.4639 4.1326 5.5224 0.0 0.0 0.0
H 3.3288 0.4444 0.5960 0.0 0.0 0.0
N 0.2875 2.4673 0.5263 0.0 0.0 0.1
H 0.0745 2.9670 -1.4642 0.0 0.0 0.0
H -3.9181 2.3795 2.1055 0.0 0.0 0.0
C 1.5811 -1.2711 -3.6344 0.0 0.1 0.0
C 0.1751 4.2712 2.1293 0.0 0.0 0.0
H -5.6315 2.7398 2.2762 0.0 0.0 0.0
H 2.2900 1.3095 -1.5663 0.0 0.0 0.0
H -2.5686 -2.8900 0.3636 0.0 0.0 0.0
H 3.0734 -1.2924 1.0196 0.1 0.0 0.0
H -3.1974 0.8067 -0.6102 -0.1 0.0 0.0
C 0.4259 3.8109 4.4900 0.0 0.0 0.0
N 0.7424 0.6568 2.5541 -0.1 0.2 0.0
H -3.7847 -0.8468 -0.6834 0.0 0.0 0.0
H -0.1422 6.2285 1.2821 0.0 0.0 0.0
H -4.8970 -0.6997 3.0338 0.0 0.0 0.0
C 0.1032 3.3501 -0.4490 0.0 0.0 -0.1
H -7.6143 0.9902 -0.0862 0.0 0.0 0.0
H 0.8729 1.7787 6.2464 0.0 0.0 0.0
C -6.6635 0.6553 -0.5002 0.0 0.0 0.0
C 1.6523 0.0280 -3.1708 0.0 -0.1 0.1
C 0.8347 1.4627 5.2115 0.0 0.0 0.0
Ge -5.3002 0.6275 0.8816 -0.1 0.0 0.1
H 1.2472 -1.4787 -4.6412 0.0 0.0 0.0
C 0.2227 4.6993 3.4984 0.0 0.0 0.0
C 2.0965 0.2739 -1.8640 0.1 0.2 0.0
H -3.6163 -2.5508 1.7744 0.0 0.0 0.0
C -2.6205 -2.4461 1.3530 0.0 0.0 0.0
C 2.4269 -2.0790 -1.5097 -0.2 0.0 0.1
C -4.8722 2.4003 1.5729 0.1 0.0 0.0
C 0.6053 2.4164 4.2023 0.0 0.0 0.0
H 2.7406 -2.9064 -0.8847 0.0 0.0 0.0
C 1.9779 -2.3160 -2.7965 0.0 0.0 0.0
Se -2.2347 -0.5400 1.2563 0.1 -0.1 0.0
H 1.2020 -0.6102 5.6222 0.0 0.0 0.0
C -3.6254 -0.0012 -0.0140 0.2 0.0 -0.1
C 0.9643 -0.2124 3.5260 0.1 0.0 0.0
C -0.0539 4.7161 -0.2243 0.0 0.0 0.0
H -6.3936 1.3300 -1.3123 0.0 0.0 0.0
H 1.9475 -3.3329 -3.1658 0.0 0.0 0.0
H -6.5863 -0.2352 2.8796 0.0 0.0 0.0
C 2.5263 -0.7679 -1.0033 0.2 0.1 -0.1
H 1.1256 -1.2458 3.2382 0.0 0.0 0.0
H 0.0952 5.7520 3.7134 0.0 0.0 0.0
```
Positions in Å, forces in eV/Å.

Summary:
- HOMO level (eV) = -13.734
- lowest unoccupied orbital energy (eV) = -6.63
- net charge = +2
- total energy (Ha) = -5557.68522
- max |F| (hartree/bohr) = 0.0073
- relative energy (zero: lowest compared OMol25 entry of this formula, charge and spin) (kcal per mole) = 2.4
- Kohn-Sham gap (Ha) = 0.261

Computed, not measured: C35H33AsAuO3P as an isolated structure, with ωB97M-V/def2-TZVPD.

XYZ file:
```
74
Properties=species:S:1:pos:R:3:forces:R:3
C -2.1795 -5.3069 2.1341 0.0 0.1 0.0
H -1.5074 -7.3364 2.3125 0.0 0.0 0.0
H -0.8656 -3.3777 5.4122 0.0 0.0 0.0
C -3.0795 -2.2158 -1.3561 -0.2 0.2 0.0
H 1.3798 -3.1272 -2.3356 0.0 0.0 0.0
C -4.4040 -2.5317 -3.3273 0.1 0.0 0.0
C -0.4714 -1.6571 4.2001 0.0 0.1 0.0
O -1.0982 1.2722 -1.0095 -0.1 0.1 -0.2
H 1.6429 -3.8584 -4.6861 0.0 0.0 0.0
C 0.7756 0.1208 5.2513 -0.1 -0.1 0.0
C -3.1577 -2.5474 -2.7171 0.1 0.1 0.1
H 1.2458 1.0959 5.2052 0.0 0.0 0.0
H -0.9650 -2.0605 3.3227 -0.1 0.0 0.0
C -0.2711 1.2307 -3.2896 0.0 -0.1 0.1
C -4.1948 -1.8307 -0.6279 0.1 0.0 0.1
C 0.6635 -3.5937 -4.3119 0.1 0.0 0.0
O 2.4477 1.2562 -1.1643 -0.5 -0.1 -0.2
H 2.4977 -0.4098 2.2774 0.1 0.0 0.1
H 4.9544 3.0903 2.0854 0.0 0.0 0.0
C -5.4315 -1.8195 -1.2564 0.0 0.0 0.0
H -6.3133 -1.5366 -0.6980 0.0 0.0 0.0
C -1.8750 -2.9122 -3.3555 0.1 0.0 0.1
C -0.6340 -6.3713 0.6028 0.1 0.0 -0.2
H -0.4598 3.7817 -2.0078 0.0 0.0 0.0
C 2.6067 0.6700 2.2811 -0.1 0.0 0.0
H 2.9504 4.5114 2.2647 0.0 0.0 0.0
H -0.0777 -7.2462 0.2947 0.0 0.0 0.0
H -1.1607 1.6957 -3.7313 0.0 0.1 0.0
C -0.7444 -2.8716 -2.5249 0.2 0.1 0.0
H 0.5903 1.5191 -3.8893 0.0 0.0 0.0
O 1.0518 -0.5851 -1.1879 0.0 0.4 -0.1
C 3.8571 1.2472 2.1640 0.0 0.0 0.0
H 4.7336 0.6208 2.0711 0.0 0.0 0.0
C 0.1067 -0.3928 4.1400 0.0 0.1 -0.1
H -4.1064 -1.5547 0.4160 -0.1 0.0 0.0
H -1.7513 0.7423 -1.4885 0.0 0.0 -0.1
C -1.4489 -6.4244 1.7334 0.0 0.1 0.1
C 2.8512 3.4343 2.2708 0.0 0.1 0.0
H 1.3424 -0.2196 7.2811 0.0 0.0 0.0
C -0.4448 -3.6475 -5.1456 0.0 0.0 0.0
C 0.8404 -0.6282 6.4141 0.1 0.1 0.1
H -2.2236 1.4324 3.4562 0.0 0.0 0.0
H -0.3260 -3.9535 -6.1762 0.0 0.0 0.0
H 0.7213 3.4986 2.4802 0.0 0.0 0.0
C 0.3130 3.1064 -1.6260 0.1 -0.1 0.1
H -6.4961 -2.1536 -3.0831 0.0 0.0 0.0
C -5.5301 -2.1695 -2.5967 0.0 0.0 0.0
As -1.2736 -2.4534 -0.7375 -0.8 -1.1 -0.7
H 0.3082 -2.4625 7.3885 0.0 0.0 0.0
C -0.4024 -2.4007 5.3676 0.0 0.0 0.0
C -0.1197 1.7017 -1.8773 -0.3 0.2 -0.2
H 0.1027 -5.1696 -1.0079 0.0 0.0 0.0
H -2.5621 -3.3653 -5.3366 0.0 0.0 0.0
C 0.5197 -3.1952 -2.9896 0.0 0.0 0.1
H 1.2461 3.3191 -2.1391 0.0 0.0 0.0
C 3.9781 2.6322 2.1686 0.0 0.0 0.0
H -2.8244 -5.3531 3.0011 0.0 0.0 0.0
C 1.5457 0.5100 -1.2713 0.7 -0.4 0.5
C 1.5928 2.8631 2.3924 0.0 -0.1 0.1
C -1.7089 -3.3105 -4.6741 0.0 0.0 0.0
C 1.4731 1.4753 2.4221 0.1 0.0 -0.2
C -1.2941 1.9175 3.1620 0.0 -0.1 -0.2
P -0.0997 0.6433 2.6741 -0.1 0.1 0.6
H -0.8899 2.4638 4.0142 0.0 0.0 0.0
H -2.6325 -3.2556 1.7226 0.0 0.0 0.0
H 0.4396 3.3039 -0.5621 0.0 0.0 0.0
C -2.0736 -4.1335 1.4183 -0.1 0.1 0.2
C -0.5266 -5.2044 -0.1283 0.2 -0.1 0.0
H -4.5038 -2.8030 -4.3695 0.0 0.0 0.0
H -1.4964 2.6020 2.3388 0.0 0.0 0.0
Au -0.6958 -0.6851 0.8466 0.3 0.0 0.0
C 0.2536 -1.8851 6.4757 0.0 0.0 0.0
H -0.3921 0.1462 -3.3452 0.0 0.0 0.0
C -1.2712 -4.0911 0.2678 0.0 0.4 0.0
```
Positions in Å, forces in eV/Å.

Summary:
- HOMO level (alpha / beta) (eV) = -13.393 / -13.922
- lowest unoccupied orbital energy (alpha / beta) (eV) = -5.55 / -10.11
- net charge = +2
- total energy (Ha) = -4291.48158
- max |F| (hartree/bohr) = 0.0287
- Kohn-Sham gap (alpha / beta) (Ha) = 0.288 / 0.140
- 2S+1 = 3

Computed, not measured: C5H8N2O as an isolated structure, with ωB97M-V/def2-TZVPD.

XYZ file:
```
16
Properties=species:S:1:pos:R:3:forces:R:3
C 0.1156 -0.2971 -2.1354 0.8 0.5 0.6
N 0.2129 1.2108 0.9779 0.3 -0.3 0.3
H -0.6046 -2.1966 -0.2421 0.0 0.0 0.1
H 0.1089 2.0926 1.4608 0.2 0.0 -0.2
H 2.1513 0.6401 1.5889 0.0 -0.1 0.1
C -0.7162 -0.1648 -0.9961 0.5 2.5 0.9
C 1.1246 0.2597 1.5790 0.1 0.0 0.1
H -1.5344 -1.0466 0.7796 0.2 0.0 0.0
C -1.2656 -1.3241 -0.2407 0.0 -0.1 0.0
N 1.0069 0.1345 -1.3336 0.7 -0.9 -1.5
H 0.1676 -0.7450 -3.1149 0.0 -0.2 0.0
H -2.1968 -1.6071 -0.7475 0.1 0.0 0.0
H 0.8045 0.0469 2.6033 0.1 0.1 -0.1
O -0.4395 2.3650 -0.8575 1.1 -0.2 -0.3
C -0.0759 1.3195 -0.3620 -3.9 -1.4 0.2
H 1.1408 -0.6877 1.0404 -0.1 0.1 -0.1
```
Positions in Å, forces in eV/Å.

Summary:
- HOMO level (eV) = -8.432
- lowest unoccupied orbital energy (eV) = 0.56
- net charge = 0
- total energy (Ha) = -379.91581
- max |F| (hartree/bohr) = 0.0810
- relative energy (zero: lowest compared OMol25 entry of this formula, charge and spin) (kcal per mole) = 108.2
- Kohn-Sham gap (Ha) = 0.330

Computed, not measured: a 2-piece molecular cluster, C5H9NO2S overall, with ωB97M-V/def2-TZVPD.

XYZ file:
```
18
Properties=species:S:1:pos:R:3:forces:R:3
C 2.7828 -0.2903 0.0150 -0.5 -1.2 0.7
H 2.0647 -2.2834 -0.4338 -2.1 -0.5 0.6
H 3.1248 0.6787 1.5120 0.3 0.9 0.6
H -3.9328 -0.8708 1.6749 -0.2 0.7 -0.2
H -4.1139 1.8985 -1.2422 0.7 -0.1 0.7
O 0.3163 0.0268 -0.2636 0.2 0.5 0.1
H -2.9816 -1.4649 0.3729 2.0 -3.1 -1.7
H -0.3243 0.5527 0.2432 -0.1 -0.1 -0.1
H -2.5746 2.4454 -0.1786 -1.2 -1.3 -0.6
H 2.6823 -1.3169 -1.7404 -0.6 -0.1 -1.7
C 2.7466 -1.5498 -0.7177 1.8 -0.3 -1.1
C -3.3745 0.5021 0.1159 -0.2 -0.9 0.9
H 3.6256 -2.1760 -0.6355 0.9 0.6 0.3
C -3.3516 1.6543 -0.4690 0.5 1.7 -0.4
C -3.4280 -0.6521 0.7344 -1.5 2.9 1.3
S 1.6179 1.0321 -0.5636 0.0 -1.5 -0.9
O 1.7293 2.0164 0.4792 -0.1 1.2 1.2
N 3.3912 -0.2028 1.0969 0.0 0.5 0.3
```
Positions in Å, forces in eV/Å.

Summary:
- HOMO level (eV) = -9.541
- lowest unoccupied orbital energy (eV) = 0.57
- net charge = 0
- total energy (Ha) = -799.20308
- max |F| (hartree/bohr) = 0.0791
- relative energy (zero: lowest compared OMol25 entry of this formula, charge and spin) (kcal per mole) = 97.7
- Kohn-Sham gap (Ha) = 0.372

Which value of net charge does entry 8 give?
0